Arrangement w

A gas-phase ion, C8H15N2 (charge +1), computed with wB97M-V/def2-TZVPD.

Bonds (Å) are listed after each position.
Element x y z (Å)
1 C 3.252 0.079 -0.203  N2 1.381, H11 1.117, H12 1.193, H13 1.123
2 N 1.969 -0.387 0.003  C1 1.381, C3 1.283, H14 0.966
3 C 0.917 0.327 0.172  N2 1.283, N4 1.294, C8 1.749
4 N 0.691 1.433 0.806  C3 1.294, C5 1.270
5 C -0.307 2.170 0.530  N4 1.270, C6 1.547, H15 1.162
6 C -1.183 1.875 -0.710  C5 1.547, C7 1.553, H16 1.126, H17 1.115
7 C -1.116 0.352 -1.012  C6 1.553, C8 1.561, H18 1.116, H19 1.174
8 C -0.627 -0.495 0.204  C3 1.749, C7 1.561, C9 1.494, C10 1.492
9 C -0.466 -1.937 -0.150  C8 1.494, H20 1.044, H21 1.113, H22 1.018
10 C -1.447 -0.251 1.426  C8 1.492, H23 1.047, H24 1.028, H25 1.121
11 H 3.945 -0.546 0.411  C1 1.117
12 H 3.181 1.192 0.221  C1 1.193
13 H 3.545 0.063 -1.286  C1 1.123
14 H 1.812 -1.336 -0.087  N2 0.966
15 H -0.350 3.177 1.107  C5 1.162
16 H -2.219 2.315 -0.711  C6 1.126
17 H -0.602 2.343 -1.539  C6 1.115
18 H -2.223 0.219 -1.050  C7 1.116
19 H -0.557 0.071 -2.006  C7 1.174
20 H -1.347 -2.301 0.277  C9 1.044
21 H 0.285 -2.530 0.419  C9 1.113
22 H -0.481 -2.192 -1.135  C9 1.018
23 H -1.200 0.561 2.040  C10 1.047
24 H -1.387 -1.031 2.094  C10 1.028
25 H -2.462 0.000 1.021  C10 1.121

Output
- Frontier orbital gap: 9.41 eV
- 2S+1: 1
- Molar mass: 139.2 g/mol
- SMILES string: C/[NH+]=C1\N=CCCC1(C)C
- LUMO energy: -0.1611 hartree
- Total charge: +1

Arrangement x

A gas-phase ion, C8H15N2 (charge +1), computed with wB97M-V/def2-TZVPD.

Bonds (Å) are listed after each position.
Element x y z (Å)
1 C -0.951 -0.501 0.159  C2 1.257, C8 1.443
2 C -0.026 -1.349 0.226  C1 1.257, C4 1.598, C5 1.507
3 C 2.532 0.895 0.369  N9 1.344, N10 1.249
4 C 1.368 -1.091 0.963  C2 1.598, N9 1.387, H11 1.058, H12 1.045
5 C 0.186 -2.663 -0.481  C2 1.507, H13 1.120, H14 1.027, H15 1.063
6 C -1.029 1.860 0.355  C8 1.540, H16 1.069, H17 1.023, H18 1.084
7 C -3.065 0.623 -0.537  C8 1.553, H19 1.116, H20 1.144, H21 1.088
8 C -1.869 0.573 0.453  C1 1.443, C6 1.540, C7 1.553, H22 1.032
9 N 2.295 -0.415 0.185  C3 1.344, C4 1.387, H23 1.051
10 N 2.915 1.669 -0.534  C3 1.249, H24 1.038, H25 1.044
11 H 1.220 -0.392 1.744  C4 1.058
12 H 1.796 -2.003 1.239  C4 1.045
13 H 1.246 -2.772 -0.825  C5 1.120
14 H -0.339 -2.776 -1.357  C5 1.027
15 H -0.127 -3.453 0.157  C5 1.063
16 H -0.306 1.823 1.142  C6 1.069
17 H -1.712 2.551 0.676  C6 1.023
18 H -0.483 2.067 -0.558  C6 1.084
19 H -3.941 1.249 -0.243  C7 1.116
20 H -3.551 -0.409 -0.617  C7 1.144
21 H -2.805 0.932 -1.547  C7 1.088
22 H -2.091 0.463 1.455  C8 1.032
23 H 2.814 -0.965 -0.545  N9 1.051
24 H 2.927 2.689 -0.342  N10 1.038
25 H 2.997 1.394 -1.537  N10 1.044

Output
- Frontier orbital gap: 5.56 eV
- 2S+1: 1
- Molar mass: 139.2 g/mol
- LUMO energy: -0.2124 hartree
- Total charge: +1

Arrangement y

A gas-phase ion, C8H15N2 (charge +1), computed with wB97M-V/def2-TZVPD.

Bonds (Å) are listed after each position.
Element x y z (Å)
1 C 2.695 0.445 2.941  C2 1.301, H11 1.034, H12 1.107
2 C 2.373 0.542 1.683  C1 1.301, C3 1.517, H13 1.038
3 C 1.355 -0.333 0.975  C2 1.517, N4 1.427, H14 1.097, H15 1.090
4 N 0.426 0.399 0.177  C3 1.427, C5 1.355, C7 1.407
5 C -0.197 1.504 0.651  N4 1.355, C6 1.329, H16 1.147
6 C -1.178 2.188 0.073  C5 1.329, H17 1.044, H18 1.117
7 C 0.008 -0.218 -1.017  N4 1.407, C8 1.600, H19 1.143, H20 1.115
8 C -1.238 -1.115 -0.566  C7 1.600, N9 1.443, H21 1.071, H22 1.128
9 N -1.617 -1.763 -1.799  C8 1.443, C10 1.286, H23 0.971
10 C -2.518 -1.346 -2.616  N9 1.286, H24 1.112, H25 1.164
11 H 3.636 0.578 3.349  C1 1.034
12 H 2.046 -0.370 3.315  C1 1.107
13 H 2.821 1.220 1.038  C2 1.038
14 H 0.812 -1.129 1.500  C3 1.097
15 H 2.038 -0.801 0.265  C3 1.090
16 H 0.328 2.039 1.520  C5 1.147
17 H -1.302 3.123 0.520  C6 1.044
18 H -1.607 2.017 -0.944  C6 1.117
19 H 0.912 -0.837 -1.342  C7 1.143
20 H -0.136 0.589 -1.773  C7 1.115
21 H -1.116 -1.837 0.215  C8 1.071
22 H -2.006 -0.375 -0.199  C8 1.128
23 H -0.835 -2.277 -2.054  N9 0.971
24 H -2.456 -1.734 -3.656  C10 1.112
25 H -3.244 -0.510 -2.257  C10 1.164

Output
- Frontier orbital gap: 6.13 eV
- 2S+1: 1
- Molar mass: 139.2 g/mol
- SMILES string: C=CCN(C=C)CC[NH+]=C
- LUMO energy: -0.1917 hartree
- Total charge: +1

arrangement w ends up most stable, edging out the next structure by 36.9 kcal/mol.

Arrangement w

2 unconnected molecules or ions with the total composition C8H15N2, computed with wB97M-V/def2-TZVPD.

Bonds (Å) are listed after each position.
Element x y z (Å)
1 C 1.214 -0.743 -0.183  C4 1.491, N10 1.282
2 C -0.966 -1.123 0.119  C5 1.441, N9 1.319, N10 1.419
3 C 3.254 -1.134 0.255  H11 1.200, H12 1.141
4 C 0.586 0.606 -0.103  C1 1.491, C6 1.513, C7 1.534, N9 1.538
5 C -2.217 -1.835 0.064  C2 1.441, H13 1.115, H14 1.089, H15 1.115
6 C 0.691 1.481 -1.333  C4 1.513, H16 1.120, H17 1.143, H18 1.136
7 C 1.122 1.242 1.187  C4 1.534, H19 1.043, H20 1.054, H21 1.105
8 C -1.975 1.213 0.147  N9 1.498, H22 1.074, H23 1.165, H24 1.075
9 N -0.889 0.189 0.012  C2 1.319, C4 1.538, C8 1.498
10 N 0.300 -1.638 -0.264  C1 1.282, C2 1.419, H25 1.077
11 H 3.214 -2.333 0.276  C3 1.200
12 H 3.902 -0.610 -0.524  C3 1.141
13 H -2.149 -2.846 -0.403  C5 1.115
14 H -3.094 -1.327 -0.334  C5 1.089
15 H -2.537 -2.098 1.100  C5 1.115
16 H 1.295 2.414 -1.194  C6 1.120
17 H -0.355 1.868 -1.586  C6 1.143
18 H 1.131 0.807 -2.135  C6 1.136
19 H 1.428 0.452 1.794  C7 1.043
20 H 0.323 1.830 1.544  C7 1.054
21 H 2.047 1.845 1.158  C7 1.105
22 H -2.512 1.314 -0.778  C8 1.074
23 H -2.729 0.947 0.994  C8 1.165
24 H -1.516 2.174 0.295  C8 1.075
25 H 0.431 -2.695 -0.109  N10 1.077

Output
- Frontier orbital gap (spin up / spin down): 8.43 / 5.92 eV
- 2S+1: 1
- Molar mass: 139.2 g/mol
- LUMO energy (spin up / spin down): -0.1546 / -0.1754 hartree
- Total charge: +1

Arrangement x

A gas-phase ion, C8H15N2 (charge +1), computed with wB97M-V/def2-TZVPD.

Bonds (Å) are listed after each position.
Element x y z (Å)
1 H 2.874 0.835 -1.080  N2 1.029
2 N 1.936 1.072 -1.430  H1 1.029, C3 1.239
3 C 1.026 0.407 -0.916  N2 1.239, C4 1.446, N10 1.520
4 C -0.230 -0.260 -0.656  C3 1.446, C5 1.506, C6 1.662, N10 1.454
5 C -0.819 -1.045 -1.798  C4 1.506, H12 1.014, H13 1.100, H14 1.098
6 C -1.314 0.687 0.173  C4 1.662, C7 1.562, C8 1.478, H15 1.099
7 C -0.974 2.194 -0.055  C6 1.562, H16 1.088, H17 0.995, H18 1.056
8 C -1.029 0.201 1.540  C6 1.478, C9 1.498, H19 1.204, H20 1.130
9 C 0.468 0.146 1.524  C8 1.498, N10 1.526, H21 1.150, H22 1.103
10 N 0.874 -0.569 0.239  C3 1.520, C4 1.454, C9 1.526, C11 1.451
11 C 1.431 -1.907 0.302  N10 1.451, H23 1.066, H24 1.042, H25 1.101
12 H -1.175 -0.388 -2.484  C5 1.014
13 H -1.637 -1.714 -1.492  C5 1.100
14 H -0.050 -1.700 -2.228  C5 1.098
15 H -2.299 0.526 -0.285  C6 1.099
16 H -0.823 2.275 -1.130  C7 1.088
17 H -0.167 2.440 0.473  C7 0.995
18 H -1.738 2.812 0.332  C7 1.056
19 H -1.397 -0.930 1.730  C8 1.204
20 H -1.540 0.756 2.380  C8 1.130
21 H 0.833 1.224 1.688  C9 1.150
22 H 0.898 -0.437 2.356  C9 1.103
23 H 1.824 -2.038 1.285  C11 1.066
24 H 0.750 -2.601 -0.071  C11 1.042
25 H 2.276 -1.986 -0.399  C11 1.101

Output
- Frontier orbital gap: 11.44 eV
- 2S+1: 1
- Molar mass: 139.2 g/mol
- SMILES string: [H]/N=C1/[C@]2(C)[C@H](C)CC[N@+]12C
- LUMO energy: -0.1149 hartree
- Total charge: +1

arrangement x ends up most stable, edging out the next structure by 73.9 kcal/mol.

Arrangement w

A single C2H4N2O3 molecule, computed with wB97M-V/def2-TZVPD.

Bonds (Å) are listed after each position.
Element x y z (Å)
1 N 2.015 -0.777 0.187  N2 1.622, H8 1.128, H9 1.173
2 N 1.413 0.451 -0.682  N1 1.622, C3 1.606, H10 1.106
3 C 0.024 0.802 0.043  N2 1.606, O4 1.301, C5 1.640
4 O -0.244 2.022 0.405  C3 1.301
5 C -1.125 -0.357 -0.119  C3 1.640, O6 1.177, O7 1.406
6 O -2.280 -0.158 -0.230  C5 1.177
7 O -0.613 -1.626 0.208  C5 1.406, H11 1.015
8 H 2.755 -1.314 -0.474  N1 1.128
9 H 2.366 -0.574 1.288  N1 1.173
10 H 2.228 1.163 -0.456  N2 1.106
11 H 0.356 -1.568 0.504  O7 1.015

Output
- Frontier orbital gap: 9.80 eV
- 2S+1: 1
- Molar mass: 104.1 g/mol
- SMILES string: NNC(=O)C(=O)O
- LUMO energy: -0.0268 hartree

Arrangement x

A single C2H4N2O3 molecule, computed with wB97M-V/def2-TZVPD.

Bonds (Å) are listed after each position.
Element x y z (Å)
1 O -2.089 -0.415 -0.188  C2 1.221
2 C -0.938 -0.066 0.028  O1 1.221, N3 1.428, N7 1.317
3 N -0.034 -1.145 0.269  C2 1.428, O4 1.494, H8 1.129
4 O 1.373 -0.993 -0.212  N3 1.494, C5 1.293
5 C 1.541 0.214 0.220  O4 1.293, O6 1.575, H9 1.079, H10 1.069
6 O 0.567 1.231 -0.485  C5 1.575, N7 1.511
7 N -0.592 1.122 0.478  C2 1.317, O6 1.511, H11 1.130
8 H -0.645 -1.782 -0.434  N3 1.129
9 H 2.418 0.510 -0.337  C5 1.079
10 H 1.479 0.207 1.287  C5 1.069
11 H -1.289 1.754 -0.148  N7 1.130

Output
- Frontier orbital gap: 11.13 eV
- 2S+1: 1
- Molar mass: 104.1 g/mol
- SMILES string: O=C1NOCON1
- LUMO energy: 0.0259 hartree

Arrangement y

A single C2H4N2O3 molecule, computed with wB97M-V/def2-TZVPD.

Bonds (Å) are listed after each position.
Element x y z (Å)
1 N 0.169 1.828 -0.424  C2 1.347, H8 1.009, H9 1.009
2 C 0.032 0.496 -0.275  N1 1.347, O3 1.341, N6 1.392, O7 1.756
3 O -1.024 0.071 0.435  C2 1.341, C4 1.482
4 C -0.790 -1.323 0.882  O3 1.482, O5 1.192, H10 1.091
5 O -1.101 -2.242 0.191  C4 1.192
6 N 0.859 -0.325 -1.036  C2 1.392, O7 1.455, H11 1.023
7 O 1.276 -0.583 0.334  C2 1.756, N6 1.455
8 H 0.897 2.125 -1.056  N1 1.009
9 H -0.073 2.422 0.355  N1 1.009
10 H -0.637 -1.295 1.962  C4 1.091
11 H 0.392 -1.173 -1.367  N6 1.023

Output
- Frontier orbital gap: 10.04 eV
- 2S+1: 1
- Molar mass: 104.1 g/mol
- SMILES string: N[C@@]1(OC=O)NO1
- LUMO energy: 0.0294 hartree

arrangement y ends up most stable, edging out the next structure by 8.4 kcal/mol.

Arrangement w

A single C2H4N2O3 molecule, computed with wB97M-V/def2-TZVPD.

Bonds (Å) are listed after each position.
Element x y z (Å)
1 N 1.064 -0.811 -0.565  N2 1.413, H8 1.019, H9 1.018
2 N 0.049 0.118 -0.241  N1 1.413, C3 1.572, C5 1.370
3 C 0.072 1.565 0.371  N2 1.572, O4 1.187, H10 1.093
4 O 1.066 1.990 0.861  C3 1.187
5 C -1.143 -0.386 0.209  N2 1.370, O6 1.228, O7 1.318
6 O -1.757 0.390 0.936  C5 1.228
7 O -1.361 -1.675 0.042  C5 1.318, H11 0.981
8 H 1.538 -0.474 -1.402  N1 1.019
9 H 1.771 -0.823 0.168  N1 1.018
10 H -0.752 2.163 -0.030  C3 1.093
11 H -0.547 -2.058 -0.350  O7 0.981

Output
- Frontier orbital gap: 10.84 eV
- 2S+1: 1
- Molar mass: 104.1 g/mol
- SMILES string: NN(C=O)C(=O)O
- LUMO energy: 0.0182 hartree

Arrangement x

A single C2H4N2O3 molecule, computed with wB97M-V/def2-TZVPD.

Bonds (Å) are listed after each position.
Element x y z (Å)
1 N 1.592 -0.537 0.178  C2 1.347, H8 1.011, H9 1.011
2 C 0.468 0.195 0.048  N1 1.347, O3 1.320, N4 1.353
3 O 0.401 1.404 0.573  C2 1.320, H10 0.968
4 N -0.659 -0.374 -0.438  C2 1.353, O5 1.411, C6 1.373
5 O -0.233 -0.091 -1.753  N4 1.411
6 C -1.938 -0.271 0.051  N4 1.373, O7 1.212, H11 1.100
7 O -2.200 -0.135 1.227  C6 1.212
8 H 1.566 -1.408 -0.336  N1 1.011
9 H 2.483 -0.062 0.133  N1 1.011
10 H 1.190 1.639 1.082  O3 0.968
11 H -2.670 -0.362 -0.765  C6 1.100

Output
- Frontier orbital gap: 8.35 eV
- 2S+1: 1
- Molar mass: 104.1 g/mol
- SMILES string: N/C(O)=[N+](\[O-])C=O
- LUMO energy: 0.0022 hartree

arrangement w ends up most stable, edging out the next structure by 48.6 kcal/mol.